[1]
# CH5BOS

A 2-piece molecular cluster, CH5BOS overall in a non-equilibrium geometry (the ωB97M-V functional and the def2-TZVPD basis, the OMol25 dataset).

For the energy, the calculation gives -14676.0501 eV. For the HOMO energy, the calculation gives -8.27 eV. The energy above the lowest of the compared OMol25 structures with the same formula, charge and spin comes out at 248.5 kJ/mol. The calculation puts the HOMO-LUMO gap at 0.2890 Eh. As for the charge: 0.

```
9
Properties=species:S:1:pos:R:3:forces:R:3
B -0.106 0.042 -0.031 0.23 -0.98 -0.28
C 0.664 1.360 0.520 0.64 -1.39 0.74
O -1.024 0.162 -0.934 -2.60 -0.15 -1.12
S -0.639 -2.658 -0.081 1.73 0.77 0.25
H 1.527 1.273 1.237 -0.97 -0.36 -0.76
H 1.054 1.935 -0.355 -0.84 -0.27 0.67
H -0.170 1.816 1.099 0.56 0.35 -0.64
H -1.800 -0.430 -1.229 2.44 0.79 0.93
H 0.493 -3.500 -0.226 -1.19 1.24 0.21
```
Forces are in eV/Å.

Atomic partial charges in e from the Mulliken method, atoms 1 to 5: atom 1 (B): 0.39, atom 2 (C): -0.72, atom 3 (O): -0.36, atom 4 (S): -0.55, atom 5 (H): 0.27

[2]
# CH5BrIP

CH5BrIP as an isolated structure in a non-equilibrium geometry (the ωB97M-V functional and the def2-TZVPD basis, the OMol25 dataset).

For the energy, the calculation gives -88549.3600 eV. For the HOMO energy, the calculation gives -8.23 eV. The calculation puts the HOMO-LUMO gap at 0.2953 Eh. As for the charge: 0.

```
9
Properties=species:S:1:pos:R:3:forces:R:3
C 1.311 -0.137 0.375 -0.20 -0.14 0.38
P -0.503 0.037 0.202 1.18 -0.56 -0.29
Br -0.952 2.105 0.629 -0.22 0.09 0.25
H 1.670 -0.558 -0.562 0.09 0.01 0.01
H 1.781 0.826 0.550 0.02 0.02 0.01
H 1.546 -0.813 1.195 0.13 0.03 0.00
H -1.071 -0.772 1.197 0.01 0.36 0.40
H -1.149 -0.441 -1.264 -0.63 0.41 -0.10
I -2.634 -0.247 -2.322 -0.38 -0.22 -0.64
```
Forces are in eV/Å.

Atomic partial charges in e from the Mulliken method, atoms 1 to 5: atom 1 (C): -0.87, atom 2 (P): 0.21, atom 3 (Br): -0.08, atom 4 (H): 0.29, atom 5 (H): 0.33

[3]
# CH5BrN

A 2-piece molecular cluster, CH5BrN overall in a non-equilibrium geometry (the ωB97M-V functional and the def2-TZVPD basis, the OMol25 dataset).

For the energy, the calculation gives -72641.4226 eV. For the HOMO energy, the calculation gives -15.23 eV. The energy above the lowest of the compared OMol25 structures with the same formula, charge and spin comes out at 145.4 kJ/mol. The calculation puts the HOMO-LUMO gap at 0.4023 Eh. As for the charge: +1.

```
8
Properties=species:S:1:pos:R:3:forces:R:3
C 0.083 0.563 -0.387 1.43 4.10 1.53
N 0.086 -0.725 0.373 0.05 1.20 -2.55
Br -1.736 1.167 -0.565 0.42 -0.07 0.09
H 0.884 1.626 0.366 -2.50 -3.60 -2.37
H 0.496 0.479 -1.397 0.14 -0.24 0.58
H -0.808 -1.018 0.607 -2.73 -0.27 0.77
H 0.412 -1.476 -0.180 1.21 -1.16 -0.86
H 0.582 -0.616 1.182 1.99 0.05 2.80
```
Forces are in eV/Å.

Atomic partial charges in e from the Mulliken method, atoms 1 to 5: atom 1 (C): -0.47, atom 2 (N): -0.22, atom 3 (Br): 0.02, atom 4 (H): 0.36, atom 5 (H): 0.32

[4]
# CH5BrN2

A 2-piece molecular cluster, CH5BrN2 overall in a non-equilibrium geometry (the ωB97M-V functional and the def2-TZVPD basis, the OMol25 dataset).

For the energy, the calculation gives -74135.1344 eV. For the HOMO energy (spin up / spin down), the calculation gives -8.74 / -8.75 eV. The energy above the lowest of the compared OMol25 structures with the same formula, charge and spin comes out at 369.1 kJ/mol. The calculation puts the HOMO-LUMO gap (spin up / spin down) at 0.2803 / 0.2802 Eh. As for the charge: 0.

```
9
Properties=species:S:1:pos:R:3:forces:R:3
C -0.904 -0.782 0.072 0.13 0.50 -1.18
N -0.833 0.602 -0.127 2.21 -1.26 -2.57
N 1.511 1.192 0.141 -2.40 3.10 -1.96
Br 2.206 -0.357 -0.007 1.39 -3.11 -0.06
H -1.617 -1.035 -0.776 1.30 -0.86 0.76
H 0.269 -1.244 -0.124 -2.18 0.62 0.21
H -1.305 -1.141 1.037 0.54 0.12 -0.21
H -0.976 1.154 0.639 -0.18 1.58 2.93
H 1.649 1.611 -0.854 -0.80 -0.70 2.07
```
Forces are in eV/Å.

Atomic partial charges in e from the Mulliken method, atoms 1 to 5: atom 1 (C): -0.27, atom 2 (N): -0.44, atom 3 (N): -0.46, atom 4 (Br): 0.11, atom 5 (H): 0.22

[5]
# CH5BrN2O

CH5BrN2O as an isolated structure in a non-equilibrium geometry (the ωB97M-V functional and the def2-TZVPD basis, the OMol25 dataset).

For the energy, the calculation gives -76184.2044 eV. For the HOMO energy, the calculation gives -9.13 eV. The energy above the lowest of the compared OMol25 structures with the same formula, charge and spin comes out at 234.7 kJ/mol. The calculation puts the HOMO-LUMO gap at 0.3477 Eh. As for the charge: 0.

```
10
Properties=species:S:1:pos:R:3:forces:R:3
C -0.887 0.474 0.251 0.17 -2.10 -1.44
N -0.376 -0.286 -0.877 4.13 3.10 -1.22
N 1.506 -0.544 -0.948 -5.82 -3.02 0.06
O -1.109 -0.306 1.381 1.42 0.26 2.04
Br 2.145 -0.061 0.590 1.63 1.20 2.42
H -0.266 1.300 0.435 0.98 1.19 0.22
H -1.807 0.846 -0.194 -0.54 0.05 0.50
H -0.632 -1.213 -0.919 -0.57 -2.59 0.40
H 1.716 0.024 -1.698 0.50 2.17 -1.56
H -0.289 -0.233 1.980 -1.90 -0.25 -1.44
```
Forces are in eV/Å.

Atomic partial charges in e from the Mulliken method, atoms 1 to 5: atom 1 (C): -0.47, atom 2 (N): -0.38, atom 3 (N): -0.33, atom 4 (O): -0.52, atom 5 (Br): 0.01

[6]
# CH5BrN2P

An isolated ion of composition CH5BrN2P and charge +1 in a non-equilibrium geometry (the ωB97M-V functional and the def2-TZVPD basis, the OMol25 dataset).

For the energy, the calculation gives -83422.7377 eV. As for the SMILES: NC(=[NH2+])PBr. For the HOMO energy, the calculation gives -14.33 eV. The energy above the lowest of the compared OMol25 structures with the same formula, charge and spin comes out at 22.1 kJ/mol. The calculation puts the HOMO-LUMO gap at 0.3777 Eh. As for the charge: +1.

```
10
Properties=species:S:1:pos:R:3:forces:R:3
N -1.028 0.505 -0.722 1.43 0.01 -0.85
C 0.092 0.162 -0.125 -0.64 -0.65 4.21
N 1.292 0.489 -0.534 0.62 0.43 -3.34
P 0.207 -0.731 1.788 0.05 -0.17 -3.11
Br -1.944 -0.951 2.161 0.15 -0.16 -0.10
H -0.778 0.980 -1.587 -1.28 0.17 -0.12
H -2.010 0.383 -0.424 1.17 -0.23 -0.03
H 1.489 0.707 -1.570 -0.44 -0.16 2.17
H 2.134 0.428 0.028 -0.41 -0.33 0.10
H 0.546 -1.971 0.985 -0.65 1.09 1.07
```
Forces are in eV/Å.

Atomic partial charges in e from the Mulliken method, atoms 1 to 5: atom 1 (N): -0.32, atom 2 (C): 0.57, atom 3 (N): -0.39, atom 4 (P): 0.09, atom 5 (Br): -0.07

[7]
# CH5BrOSi

A 2-piece molecular cluster, CH5BrOSi overall in a non-equilibrium geometry (the ωB97M-V functional and the def2-TZVPD basis, the OMol25 dataset).

For the energy, the calculation gives -81080.8574 eV. For the HOMO energy (spin up / spin down), the calculation gives -8.82 / -9.59 eV. The energy above the lowest of the compared OMol25 structures with the same formula, charge and spin comes out at 466.9 kJ/mol. The calculation puts the HOMO-LUMO gap (spin up / spin down) at 0.2330 / 0.3160 Eh. As for the charge: 0.

```
9
Properties=species:S:1:pos:R:3:forces:R:3
C -1.581 1.228 0.223 1.41 0.35 -1.43
O 0.968 0.807 -0.063 0.18 1.25 0.21
Si 1.457 -0.663 -0.112 -1.29 -3.67 -0.42
Br -2.022 -0.276 -0.661 -0.33 -0.02 0.41
H -1.134 2.007 -0.416 -0.52 -0.40 0.67
H -1.421 1.189 1.279 -0.29 0.03 0.35
H 2.045 -1.561 1.017 0.03 1.18 -0.64
H 1.821 -1.449 -1.484 -0.27 1.23 1.45
H -0.134 -1.281 0.218 1.08 0.05 -0.61
```
Forces are in eV/Å.

Atomic partial charges in e from the Mulliken method, atoms 1 to 5: atom 1 (C): -0.40, atom 2 (O): -0.42, atom 3 (Si): 0.36, atom 4 (Br): 0.08, atom 5 (H): 0.29

[8]
# CH5BrP2

A 2-piece molecular cluster, CH5BrP2 overall in a non-equilibrium geometry (the ωB97M-V functional and the def2-TZVPD basis, the OMol25 dataset).

For the energy, the calculation gives -89734.5046 eV. For the HOMO energy (spin up / spin down), the calculation gives -8.04 / -9.28 eV. The energy above the lowest of the compared OMol25 structures with the same formula, charge and spin comes out at 164.5 kJ/mol. The calculation puts the HOMO-LUMO gap (spin up / spin down) at 0.3152 / 0.2769 Eh. As for the charge: 0. Its multiplicity is 3.

```
9
Properties=species:S:1:pos:R:3:forces:R:3
C 0.982 1.473 -0.335 1.10 0.40 1.43
P 0.206 -1.556 -0.759 0.35 -0.39 -0.03
P -0.983 -0.924 0.922 1.12 1.10 0.54
Br -2.371 0.541 0.060 -0.47 0.68 -0.37
H 1.951 0.977 0.055 -1.69 0.78 -1.32
H 0.415 1.937 0.505 0.30 -0.31 -1.03
H 0.759 1.768 -1.383 0.42 -0.48 1.02
H 0.915 -2.316 0.229 -0.03 -0.13 -0.33
H -1.875 -1.900 0.705 -1.11 -1.66 0.09
```
Forces are in eV/Å.

Atomic partial charges in e from the Mulliken method, atoms 1 to 5: atom 1 (C): -1.12, atom 2 (P): -0.02, atom 3 (P): 0.03, atom 4 (Br): -0.16, atom 5 (H): 0.38

[9]
# CH5CdO2

CH5CdO2 as an isolated structure in a non-equilibrium geometry (the ωB97M-V functional and the def2-TZVPD basis, the OMol25 dataset).

For the energy, the calculation gives -9776.1874 eV. For the HOMO energy, the calculation gives -1.21 eV. The calculation puts the HOMO-LUMO gap at 0.1736 Eh. As for the charge: -1.

```
9
Properties=species:S:1:pos:R:3:forces:R:3
C -0.876 0.532 2.445 0.07 -0.11 -0.16
H -1.680 1.277 2.466 0.38 -0.12 0.06
H -0.029 0.916 1.854 -0.29 0.07 0.23
H -1.261 -0.375 1.955 0.02 0.09 0.08
O 0.585 2.957 4.248 -1.84 -2.67 3.02
Cd 1.401 4.018 2.896 1.83 2.33 -3.07
H 0.339 2.019 4.234 0.07 0.54 0.08
O -0.502 0.264 3.796 -0.32 -0.21 -0.15
H 0.216 -0.374 3.803 0.07 0.07 -0.10
```
Forces are in eV/Å.

Atomic partial charges in e from the Mulliken method, atoms 1 to 5: atom 1 (C): -0.60, atom 2 (H): 0.22, atom 3 (H): 0.27, atom 4 (H): 0.27, atom 5 (O): -0.41

[10]
# CH5Cl2NP

A 2-piece molecular cluster, CH5Cl2NP overall in a non-equilibrium geometry (the ωB97M-V functional and the def2-TZVPD basis, the OMol25 dataset).

For the energy, the calculation gives -36933.6284 eV. For the HOMO energy (spin up / spin down), the calculation gives -14.03 / -14.03 eV. The energy above the lowest of the compared OMol25 structures with the same formula, charge and spin comes out at 163.0 kJ/mol. The calculation puts the HOMO-LUMO gap (spin up / spin down) at 0.3063 / 0.3063 Eh. As for the charge: +1.

```
10
Properties=species:S:1:pos:R:3:forces:R:3
C -1.291 -0.816 0.431 -1.22 2.17 -1.40
N 0.956 0.627 -0.513 -0.63 3.84 -4.12
P -1.318 -0.172 -1.105 1.43 -1.03 2.11
Cl -1.857 1.662 -1.634 0.13 -1.00 0.44
Cl -0.502 -1.206 -2.547 -0.38 0.10 -0.20
H -1.640 -0.032 1.106 -0.16 -0.37 0.19
H -0.983 -1.760 0.842 -0.13 -0.43 -0.52
H 1.609 0.445 -1.276 -0.14 0.30 -0.16
H 1.069 1.651 -0.303 -0.05 -1.43 0.05
H 1.304 0.086 0.171 1.16 -2.14 3.61
```
Forces are in eV/Å.

Atomic partial charges in e from the Mulliken method, atoms 1 to 5: atom 1 (C): -0.47, atom 2 (N): -0.70, atom 3 (P): 0.71, atom 4 (Cl): -0.04, atom 5 (Cl): -0.06